No. 1
Computed, not measured: a structure of composition C42H65BN9NiPSSi at a distorted geometry, with ωB97M-V/def2-TZVPD.

LUMO level (spin up / spin down): -2.577 / -5.637 eV
⟨S²⟩: 0.76
HOMO-LUMO gap (spin up / spin down): 8.431 / 4.865 eV
Net charge: +1
HOMO (spin up / spin down): -0.4045 / -0.3859 Eh
2S+1: 2
ΔE to the lowest compared entry with this formula, charge and spin: 0.00 kcal per mole

Cartesian coordinates (Å):
Ni1 -1.701 -0.241 0.106
C1 -3.754 3.091 -0.075
C2 -4.239 1.841 0.571
C3 -5.397 1.686 1.347
C4 -5.483 0.335 1.593
N1 -4.422 -0.267 1.022
N2 -3.660 0.663 0.392
B1 -4.186 -1.729 0.559
N3 -2.968 -2.373 1.291
C5 -2.925 -3.579 1.890
C6 -1.618 -4.009 1.920
C7 -0.893 -3.004 1.267
C8 0.547 -2.967 0.911
N4 -1.720 -2.038 0.912
N5 -3.803 -1.650 -0.958
C9 -4.477 -2.017 -2.056
C10 -3.719 -1.728 -3.169
C11 -2.552 -1.142 -2.672
C12 -1.386 -0.593 -3.408
N6 -2.619 -1.100 -1.347
N7 -5.373 -2.628 0.814
C13 -5.727 -3.789 0.211
C14 -6.618 -4.444 1.026
C15 -6.742 -3.613 2.156
C16 -7.563 -3.831 3.380
N8 -5.980 -2.544 2.025
H1 -4.595 3.607 -0.541
H2 -3.025 2.879 -0.855
H3 -3.310 3.777 0.646
H4 -6.092 2.448 1.643
H5 -6.215 -0.250 2.115
H6 -3.827 -4.038 2.245
H7 -1.236 -4.920 2.334
H8 1.174 -3.131 1.786
H9 0.808 -2.006 0.459
H10 0.770 -3.754 0.189
H11 -5.466 -2.429 -1.986
H12 -3.978 -1.899 -4.195
H13 -1.526 -0.704 -4.481
H14 -0.469 -1.104 -3.125
H15 -1.257 0.466 -3.192
H16 -5.310 -4.094 -0.730
H17 -7.114 -5.376 0.835
H18 -8.404 -4.488 3.168
H19 -7.949 -2.885 3.755
H20 -6.973 -4.291 4.173
C17 1.722 4.464 1.238
Si1 0.185 4.440 2.304
C18 -1.181 5.458 1.520
C19 0.601 5.106 4.010
C20 -0.461 2.649 2.571
C21 -0.764 2.199 3.864
C22 -1.242 0.928 4.106
C23 -1.435 0.062 3.038
N9 -1.166 0.462 1.808
C24 -0.702 1.709 1.570
S1 -0.526 1.901 -0.142
H21 1.977 5.502 1.030
H22 1.591 3.957 0.285
H23 2.567 4.015 1.754
H24 -0.951 6.517 1.635
H25 -2.145 5.281 1.991
H26 -1.276 5.258 0.453
H27 1.166 6.030 3.897
H28 1.220 4.421 4.587
H29 -0.285 5.342 4.597
H30 -0.620 2.862 4.705
H31 -1.476 0.600 5.108
H32 -1.813 -0.942 3.155
C25 4.832 0.440 2.791
C26 4.744 -0.960 2.161
C27 3.561 -1.071 1.201
C28 3.439 0.206 0.370
C29 3.055 1.383 1.280
C30 3.492 1.161 2.731
P1 2.233 0.013 -1.021
C31 3.000 -1.161 -2.255
C32 4.508 -1.482 -2.133
C33 4.792 -2.981 -2.163
C34 4.151 -3.683 -3.355
C35 2.674 -3.288 -3.532
C36 2.177 -2.454 -2.360
C37 2.391 1.670 -1.873
C38 3.804 2.110 -2.306
C39 4.172 1.831 -3.765
C40 3.086 2.266 -4.767
C41 1.832 2.785 -4.077
C42 1.383 1.779 -3.029
H33 5.573 1.042 2.260
H34 5.184 0.368 3.820
H35 4.664 -1.725 2.934
H36 5.667 -1.171 1.615
H37 2.632 -1.205 1.758
H38 3.667 -1.959 0.570
H39 4.422 0.423 -0.057
H40 1.977 1.553 1.247
H41 3.518 2.290 0.889
H42 2.738 0.576 3.266
H43 3.552 2.122 3.247
H44 2.852 -0.638 -3.210
H45 4.942 -1.071 -1.222
H46 5.040 -1.000 -2.955
H47 4.431 -3.433 -1.235
H48 5.871 -3.142 -2.169
H49 4.241 -4.761 -3.220
H50 4.710 -3.443 -4.261
H51 2.050 -4.171 -3.669
H52 2.556 -2.687 -4.441
H53 2.254 -3.024 -1.429
H54 1.119 -2.214 -2.477
H55 2.066 2.369 -1.100
H56 4.562 1.670 -1.655
H57 3.879 3.188 -2.142
H58 4.408 0.774 -3.901
H59 5.101 2.364 -3.976
H60 2.796 1.411 -5.384
H61 3.477 3.014 -5.456
H62 1.044 2.942 -4.815
H63 2.013 3.755 -3.606
H64 1.253 0.811 -3.527
H65 0.402 2.044 -2.635

Results of the Mulliken charge analysis, in e, for atoms 1 through 5: number 1, Ni, carries -1.75; number 2, C, carries -1.30; number 3, C, carries 0.76; number 4, C, carries -1.51; number 5, C, carries -0.25

---

No. 2
Computed, not measured: a structure of composition C42H65IrN6P2Se at a distorted geometry, with ωB97M-V/def2-TZVPD.

LUMO level (spin up / spin down): -3.423 / -3.861 eV
⟨S²⟩: 0.76
HOMO-LUMO gap (spin up / spin down): 6.509 / 6.299 eV
Net charge: +1
HOMO (spin up / spin down): -0.3650 / -0.3733 Eh
2S+1: 2
ΔE to the lowest compared entry with this formula, charge and spin: 4.74 kcal per mole

Cartesian coordinates (Å):
Ir1 0.577 1.022 0.262
C1 1.314 5.065 0.260
C2 0.119 4.454 -0.478
C3 -0.403 5.423 -1.542
P1 0.527 2.780 -1.107
C4 -0.573 2.457 -2.534
C5 -2.027 2.331 -2.062
C6 -0.126 1.205 -3.295
C7 2.191 2.786 -1.774
C8 2.702 3.667 -2.726
C9 3.999 3.531 -3.194
C10 4.567 4.467 -4.225
C11 4.770 2.482 -2.679
C12 4.279 1.596 -1.740
C13 2.971 1.749 -1.277
N1 2.378 0.869 -0.351
C14 3.180 -0.156 0.261
C15 4.118 0.182 1.251
C16 4.417 1.608 1.615
C17 4.815 -0.842 1.875
C18 4.644 -2.176 1.521
C19 5.414 -3.263 2.221
C20 3.757 -2.473 0.497
C21 3.024 -1.484 -0.154
C22 2.151 -1.861 -1.315
H1 0.992 5.967 0.782
H2 2.099 5.340 -0.447
H3 1.743 4.394 0.996
H4 -0.684 4.266 0.244
H5 0.373 5.691 -2.260
H6 -0.716 6.342 -1.045
H7 -1.263 5.038 -2.087
H8 -0.462 3.334 -3.176
H9 -2.121 1.520 -1.341
H10 -2.674 2.105 -2.911
H11 -2.395 3.248 -1.597
H12 -0.065 0.347 -2.625
H13 0.847 1.343 -3.768
H14 -0.856 0.975 -4.073
H15 2.080 4.465 -3.118
H16 3.792 5.097 -4.659
H17 5.048 3.913 -5.032
H18 5.324 5.120 -3.786
H19 5.786 2.355 -3.034
H20 4.892 0.784 -1.371
H21 3.511 2.195 1.734
H22 5.014 2.089 0.836
H23 4.979 1.655 2.546
H24 5.528 -0.587 2.652
H25 6.420 -2.930 2.475
H26 5.492 -4.154 1.601
H27 4.919 -3.546 3.153
H28 3.643 -3.503 0.174
H29 2.201 -2.935 -1.492
H30 2.474 -1.351 -2.227
H31 1.111 -1.585 -1.145
Se1 0.856 2.364 2.237
C23 -0.096 1.463 3.629
C24 -0.068 0.092 3.837
C25 -0.745 -0.420 4.934
N2 -1.420 0.325 5.807
C26 -1.418 1.639 5.603
C27 -0.779 2.258 4.537
H32 0.481 -0.557 3.169
H33 -0.751 -1.487 5.126
H34 -1.958 2.235 6.331
H35 -0.816 3.333 4.424
N3 -0.646 -0.294 -0.187
P2 -1.882 -1.292 -0.063
N4 -3.249 -0.474 0.352
C28 -3.273 0.797 1.093
C29 -3.746 0.604 2.528
C30 -5.108 -0.082 2.564
C31 -5.046 -1.399 1.792
C32 -4.568 -1.133 0.371
N5 -1.473 -2.565 0.923
C33 -2.324 -3.770 0.929
C34 -2.295 -4.432 2.299
C35 -0.865 -4.829 2.648
C36 0.030 -3.595 2.604
C37 -0.073 -2.894 1.256
N6 -2.343 -2.029 -1.474
C38 -2.997 -1.193 -2.506
C39 -3.258 -2.023 -3.753
C40 -1.940 -2.461 -4.410
C41 -0.832 -2.607 -3.357
C42 -1.424 -3.057 -2.030
H36 -3.961 1.469 0.565
H37 -2.283 1.248 1.065
H38 -3.781 1.570 3.036
H39 -3.017 -0.019 3.048
H40 -5.856 0.569 2.098
H41 -5.420 -0.254 3.595
H42 -6.024 -1.883 1.768
H43 -4.344 -2.080 2.284
H44 -5.275 -0.454 -0.120
H45 -4.520 -2.040 -0.227
H46 -1.947 -4.483 0.185
H47 -3.338 -3.503 0.645
H48 -2.955 -5.301 2.300
H49 -2.672 -3.726 3.045
H50 -0.507 -5.563 1.917
H51 -0.823 -5.302 3.630
H52 1.075 -3.868 2.771
H53 -0.265 -2.911 3.396
H54 0.337 -3.569 0.490
H55 0.519 -1.984 1.237
H56 -2.367 -0.335 -2.765
H57 -3.930 -0.804 -2.103
H58 -3.858 -1.435 -4.447
H59 -3.853 -2.896 -3.473
H60 -1.637 -1.735 -5.167
H61 -2.087 -3.411 -4.925
H62 -0.318 -1.656 -3.205
H63 -0.082 -3.329 -3.684
H64 -0.630 -3.250 -1.310
H65 -1.973 -3.993 -2.170

Results of the Mulliken charge analysis, in e, for atoms 1 through 5: number 1, Ir, carries 1.44; number 2, C, carries -1.47; number 3, C, carries 0.84; number 4, C, carries -1.50; number 5, P, carries 0.10